(1)
Computed, not measured: 2 unconnected molecules or ions with the total composition C4H5F in a non-equilibrium geometry, with wB97M-V/def2-TZVPD.

XYZ file:
```
10
Properties=species:S:1:pos:R:3
C -1.083 0.765 1.125
C 1.595 -0.296 -0.355
C -0.968 -0.109 0.131
C 0.306 -0.370 -0.427
F -0.246 -0.801 -2.558
H -1.946 1.184 1.593
H -0.116 1.227 1.279
H 2.104 -0.350 -1.241
H 2.144 -0.468 0.659
H -1.790 -0.783 -0.205
```

Highest occupied orbital energy (alpha / beta), eV: -10.18 / -10.19
LUMO (alpha / beta), eV: -1.49 / -1.48
ΔE to the lowest compared entry with this formula, charge and spin, kcal/mol: 86.4
Energy, eV: -6941.4688

***

(2)
Computed, not measured: 7 unconnected molecules or ions with the total composition C15H29Br12F3O2P in a non-equilibrium geometry, with wB97M-V/def2-TZVPD.

XYZ file:
```
62
Properties=species:S:1:pos:R:3
O 5.029 1.829 0.598
P 4.878 0.534 -0.138
C 3.573 -0.534 0.304
C 2.552 -0.592 -0.764
O 1.736 0.680 -0.923
C 0.491 0.627 -0.524
F 0.262 -0.084 0.594
F 0.031 1.884 -0.278
F -0.360 0.113 -1.468
H 4.716 0.810 -1.529
H 6.103 -0.178 -0.136
H 3.124 -0.122 1.200
H 1.877 -1.432 -0.671
H 3.044 -0.699 -1.720
Br 5.887 -3.188 -3.237
C 4.836 -2.530 -4.734
C 5.341 -1.200 -5.225
Br 4.826 0.235 -4.017
H 3.807 -2.483 -4.395
H 4.930 -3.285 -5.511
H 4.895 -0.957 -6.187
H 6.421 -1.171 -5.309
Br -3.694 1.209 -6.080
C -2.834 1.392 -4.340
C -1.912 0.243 -4.041
Br -2.891 -1.363 -3.543
H -3.629 1.486 -3.609
H -2.274 2.321 -4.390
H -1.286 0.474 -3.183
H -1.286 -0.023 -4.885
Br -1.690 -7.165 -2.153
C -2.858 -5.995 -1.124
C -2.576 -4.541 -1.390
Br -0.961 -3.937 -0.498
H -2.722 -6.259 -0.081
H -3.867 -6.250 -1.436
H -3.376 -3.924 -0.987
H -2.450 -4.325 -2.445
Br -2.064 6.633 2.786
C -1.523 4.848 2.210
C -0.725 4.886 0.938
Br -1.869 5.199 -0.608
H -2.430 4.266 2.115
H -0.924 4.453 3.024
H -0.253 3.926 0.759
H 0.027 5.666 0.937
Br -3.233 -1.097 1.361
C -4.199 0.275 2.339
C -3.442 1.578 2.333
Br -1.922 1.527 3.546
H -4.363 -0.107 3.341
H -5.154 0.389 1.833
H -4.076 2.389 2.687
H -3.049 1.827 1.352
Br -1.217 -1.211 6.192
C 0.086 -0.495 7.441
C 0.317 0.974 7.203
Br 1.402 1.287 5.623
H 0.988 -1.085 7.326
H -0.332 -0.659 8.432
H 0.869 1.411 8.032
H -0.611 1.517 7.057
```

Net charge: -1
Highest occupied orbital energy, eV: -3.49
LUMO, eV: 1.91
ΔE to the lowest compared entry with this formula, charge and spin, kcal/mol: 0.0
Energy, eV: -878073.2544

***

(3)
Computed, not measured: a molecular structure, C6H7KMgO6 in a non-equilibrium geometry, with wB97M-V/def2-TZVPD.

XYZ file:
```
21
Properties=species:S:1:pos:R:3
Mg 2.906 2.801 -0.618
O 0.973 2.275 -0.356
O 0.606 -0.889 -0.407
C 1.908 -1.454 -0.434
C 2.870 -0.568 0.337
O 2.478 0.810 0.099
C 1.165 1.090 -0.045
H 1.901 -2.454 0.021
H 2.209 -1.519 -1.488
H 3.902 -0.668 -0.009
H 2.811 -0.710 1.421
K -7.147 -0.010 -1.269
O -4.080 -1.231 -0.352
O -1.976 -0.526 -0.282
C -1.298 0.347 0.541
C 0.178 0.153 0.596
O -3.654 0.872 -0.895
C -3.306 -0.279 -0.563
H -1.841 0.384 1.496
H -1.152 1.521 0.570
H 0.548 0.053 1.637
```

Net charge: +2
Highest occupied orbital energy (alpha / beta), eV: -16.59 / -12.53
LUMO (alpha / beta), eV: -6.17 / -10.16
ΔE to the lowest compared entry with this formula, charge and spin, kcal/mol: 0.0
Energy, eV: -40371.6930

***

(4)
Computed, not measured: a molecular structure, C37H29ClHfNO4P2S2, with wB97M-V/def2-TZVPD.

XYZ file:
```
77
Properties=species:S:1:pos:R:3
Hf 0.199 -0.474 -0.386
O 2.444 0.955 -3.838
C 1.981 0.627 -2.675
O 0.789 0.479 -2.398
C 3.007 0.418 -1.607
C 4.377 0.573 -1.737
C 5.160 0.411 -0.598
C 4.554 0.141 0.630
C 3.177 0.006 0.661
N 2.431 0.109 -0.444
C 2.283 -0.195 1.852
O 2.717 -0.295 3.070
O 1.066 -0.232 1.638
H 1.725 1.101 -4.483
H 4.813 0.821 -2.696
H 6.234 0.520 -0.658
H 5.164 0.051 1.519
H 3.682 -0.255 3.165
Cl -2.402 -0.236 -0.471
C -2.977 1.472 -0.355
C -4.343 1.620 -0.461
C -4.850 2.907 -0.318
C -4.002 3.978 -0.067
C -2.635 3.778 0.036
C -2.085 2.502 -0.118
P -0.305 2.242 0.031
C 0.490 3.208 -1.271
C -0.209 3.616 -2.401
C 0.460 4.271 -3.431
C 1.819 4.522 -3.332
C 2.522 4.120 -2.200
C 1.863 3.458 -1.176
C 0.148 2.973 1.617
C -0.189 2.273 2.779
C 0.019 2.845 4.023
C 0.563 4.121 4.114
C 0.887 4.826 2.965
C 0.675 4.261 1.715
H -4.991 0.776 -0.639
H -5.918 3.063 -0.395
H -4.409 4.971 0.055
H -1.984 4.618 0.247
H -1.273 3.441 -2.489
H -0.091 4.602 -4.299
H 2.329 5.053 -4.124
H 3.575 4.347 -2.109
H 2.413 3.186 -0.280
H -0.645 1.291 2.727
H -0.253 2.303 4.917
H 0.721 4.571 5.085
H 1.291 5.826 3.036
H 0.907 4.838 0.830
S -0.373 -2.615 0.847
P 0.232 -3.718 -0.772
S 0.673 -2.256 -2.140
C -1.044 -4.782 -1.379
C -2.023 -4.305 -2.255
C -3.039 -5.148 -2.667
C -3.084 -6.458 -2.206
C -2.111 -6.934 -1.338
C -1.085 -6.103 -0.924
C 1.685 -4.644 -0.335
C 2.529 -5.089 -1.356
C 3.598 -5.912 -1.045
C 3.818 -6.298 0.272
C 2.976 -5.863 1.286
C 1.905 -5.034 0.988
H -1.986 -3.290 -2.629
H -3.791 -4.789 -3.356
H -3.878 -7.115 -2.533
H -2.147 -7.957 -0.991
H -0.321 -6.488 -0.261
H 2.352 -4.809 -2.387
H 4.251 -6.264 -1.829
H 4.647 -6.950 0.506
H 3.146 -6.176 2.306
H 1.245 -4.704 1.779
```

Net charge: +3
Highest occupied orbital energy, eV: -16.12
LUMO, eV: -9.96
ΔE to the lowest compared entry with this formula, charge and spin, kcal/mol: 0.0
Energy, eV: -102579.4421

***

Question: The highest ΔE to the lowest compared entry with this formula, charge and spin belongs to which entry?
Answer: C4H5F